1.
C33H40Cl55N5OP | ωB97M-V with the def2-TZVPD basis set

CARTESIAN COORDINATES (ANGSTROEM)
H (-3.45, 0.64, -1.13)
Cl (3.81, 4.18, 1.45)
Cl (2.28, -1.98, 4.36)
C (1.12, -0.79, -3.85)
Cl (4.46, -9.89, 1.76)
Cl (3.14, -7.52, 3.75)
C (1.65, -11.10, 9.30)
P (4.10, 1.28, -0.42)
C (-2.07, -2.06, 0.03)
N (1.59, -0.22, 1.44)
C (3.39, -8.75, 5.00)
C (1.88, 1.48, -7.67)
Cl (-15.11, 3.43, 5.30)
Cl (13.06, 11.74, -1.43)
Cl (3.59, -5.10, -0.34)
Cl (3.91, -2.86, 6.61)
Cl (-6.81, 2.50, -10.83)
H (7.16, -5.93, 7.68)
H (0.00, -2.62, 0.28)
Cl (-6.30, 4.78, -9.11)
C (2.22, 0.24, 2.56)
C (1.16, -1.69, -2.80)
Cl (-12.87, -1.90, 3.13)
Cl (-6.40, 1.00, -1.65)
H (-10.68, -3.40, 3.48)
Cl (3.66, -8.74, -0.78)
H (1.05, -1.08, 1.56)
Cl (-3.08, -4.98, -4.38)
Cl (-2.59, -2.85, -2.46)
Cl (6.26, -8.11, 0.35)
H (-2.38, -3.02, 0.43)
H (2.81, -0.82, -1.86)
Cl (-12.98, 0.96, 2.66)
C (-4.77, 3.17, -4.25)
Cl (-3.95, 4.71, -4.52)
Cl (1.63, -6.60, -1.86)
H (1.11, 2.19, -1.42)
H (3.55, 0.47, 4.38)
Cl (-13.20, 5.57, 4.89)
H (-2.52, 2.90, -2.25)
Cl (-12.70, 3.55, 6.91)
C (-13.41, 3.88, 5.33)
Cl (1.52, 0.44, -6.27)
Cl (3.83, -7.99, 6.54)
C (1.67, 0.36, 0.27)
C (1.92, -5.66, -0.40)
Cl (2.53, -9.69, 8.68)
C (-0.71, -1.85, -0.06)
N (-3.07, -1.24, -0.33)
H (-12.88, 3.27, 4.60)
Cl (-2.29, -2.34, -5.30)
O (4.07, 1.29, -2.06)
Cl (2.67, -4.81, 4.83)
C (13.13, 10.18, -2.25)
H (5.44, -10.19, -0.34)
C (-3.18, -3.24, -4.08)
Cl (2.29, 8.34, -2.68)
H (-5.40, -0.70, -0.38)
H (-14.05, -0.76, 1.47)
Cl (2.15, -12.56, 8.45)
H (1.74, -6.29, 0.46)
C (-13.06, -0.64, 1.91)
C (-1.34, 0.24, -0.96)
C (-1.20, 3.90, -1.09)
C (1.88, -1.26, -1.52)
Cl (-7.53, 2.38, -8.02)
Cl (-11.86, -0.79, 0.62)
H (-0.75, 2.33, 0.40)
C (0.97, 3.60, 0.28)
H (-1.03, 3.94, 1.03)
H (0.97, 2.00, -7.94)
C (3.67, 7.32, -2.23)
Cl (-8.90, -4.92, 3.45)
Cl (5.05, -6.01, 8.70)
Cl (5.13, 7.87, -3.05)
H (-3.22, 4.06, -1.38)
Cl (-8.79, -2.02, 3.64)
Cl (-0.09, -10.85, 9.15)
Cl (2.77, 6.89, 1.39)
H (12.13, 9.93, -2.59)
H (-1.08, 1.21, -1.39)
Cl (0.81, -4.27, -0.33)
H (1.27, 3.51, 1.31)
H (3.83, 7.41, -1.16)
H (8.64, 7.51, -5.55)
C (8.86, 8.00, -4.61)
H (1.80, -0.86, -4.72)
C (-0.56, 3.39, 0.21)
Cl (5.61, 6.41, 1.01)
C (-2.68, -0.07, -0.81)
Cl (-5.93, 2.84, -5.53)
H (-4.23, -2.95, -4.14)
Cl (2.39, 0.52, -9.05)
Cl (13.65, 8.91, -1.14)
H (3.17, 1.18, -2.42)
Cl (-3.59, 1.85, -4.12)
Cl (14.19, 10.25, -3.65)
Cl (4.73, -0.66, 0.06)
C (5.02, -9.34, 0.18)
Cl (-5.95, 0.93, 1.22)
C (-0.31, -0.60, -0.62)
N (2.43, 1.52, 0.18)
H (4.31, 5.96, 2.90)
H (1.15, 4.62, -0.09)
C (-7.38, 3.42, -9.44)
C (6.74, -5.50, 8.58)
Cl (7.67, -6.10, 9.96)
H (2.07, -2.13, -0.88)
C (-6.25, -0.04, -0.23)
C (4.15, 5.87, 1.83)
Cl (6.86, -3.74, 8.47)
Cl (-9.91, -3.27, 1.28)
H (-8.36, 3.82, -9.68)
H (0.41, 0.05, -3.87)
N (1.05, -0.19, -0.85)
H (0.71, -2.68, -2.88)
Cl (8.56, 6.85, -3.31)
H (-1.32, 4.98, -0.98)
N (-2.54, 3.32, -1.32)
H (-0.52, 3.76, -1.94)
H (1.63, -3.25, 6.24)
Cl (10.55, 8.49, -4.63)
C (2.51, -3.23, 5.61)
H (1.88, -11.21, 10.35)
Cl (7.81, 9.41, -4.46)
H (4.21, -9.38, 4.69)
H (-5.30, 3.23, -3.31)
C (2.95, 0.40, 3.49)
Cl (3.34, 5.62, -2.61)
Cl (3.10, 2.68, -7.24)
C (-9.70, -3.40, 3.02)
Cl (1.95, -9.75, 5.17)
H (2.53, 3.17, -1.10)
C (1.74, 2.58, -0.61)
Cl (-7.69, -1.03, -0.02)

E_LUMO = -4.0 eV
net charge = +1
frontier orbital gap = 0.241 hartree
E_tot = -27281.7939 Ha



2.
C32H71BClNO10Si2 | ωB97M-V with the def2-TZVPD basis set

CARTESIAN COORDINATES (ANGSTROEM)
H (2.82, 0.68, 3.48)
C (-11.68, 0.15, 6.81)
H (2.14, -7.01, -10.08)
C (-9.73, 2.42, 6.87)
H (-10.67, 2.67, 4.93)
C (5.58, -2.95, -4.10)
C (6.49, 1.96, -0.20)
C (4.18, 1.75, 1.30)
C (2.04, -1.01, -9.21)
H (0.77, -1.01, -6.83)
O (2.57, 4.34, 3.06)
H (1.72, 2.88, 1.83)
H (0.48, -8.37, -10.77)
C (-11.98, 1.60, 7.15)
H (4.87, -0.96, -4.60)
H (3.47, 2.66, 4.13)
C (1.40, 3.55, 2.71)
H (-1.32, -6.86, -8.82)
C (-4.51, 4.11, 7.04)
H (8.18, 0.32, -5.82)
O (2.77, -1.58, -6.93)
H (2.69, -1.70, 3.86)
C (-6.04, 1.55, 6.82)
C (5.90, 3.68, 1.85)
H (8.27, -0.14, -3.43)
H (1.67, -3.83, -5.98)
C (-0.22, -8.31, -9.93)
H (-1.90, 2.04, 4.35)
H (2.23, 0.04, -9.00)
C (-0.03, -1.01, 1.34)
C (1.47, -1.71, -6.36)
H (-0.10, 5.20, 3.11)
H (-10.47, 4.17, 5.83)
O (0.34, -1.40, 0.20)
H (-11.22, -0.36, 7.66)
H (-6.60, 1.87, 5.93)
H (3.21, 1.18, 1.47)
H (-0.93, -6.32, -10.44)
C (0.09, 0.56, 1.65)
Cl (-0.70, -2.26, 2.49)
H (6.28, -3.01, -4.93)
O (0.57, -6.17, -9.02)
H (4.42, 4.22, 4.01)
H (6.28, 4.60, 2.43)
C (-10.00, 3.21, 5.60)
C (-0.53, -6.87, -9.58)
H (6.04, -3.46, -3.25)
C (3.70, 3.53, 3.42)
H (-6.27, 0.51, 7.02)
C (0.29, 4.62, 2.19)
H (-9.07, 3.40, 5.06)
H (-0.83, 1.05, 1.13)
H (3.94, -1.77, -8.57)
H (-0.14, 3.42, 4.32)
H (2.47, -5.50, -9.26)
C (0.94, -3.13, -6.40)
C (2.88, -1.90, -8.31)
H (-1.95, 0.43, 4.67)
H (-3.98, 1.48, 7.51)
H (-0.57, 4.11, 1.64)
H (6.58, -0.42, -5.96)
O (-4.20, 3.04, 6.16)
H (4.67, -3.47, -4.38)
H (-12.59, -0.37, 6.52)
H (1.43, 2.64, 4.84)
H (1.56, -1.40, -5.32)
Si (0.00, 1.04, 3.50)
C (7.25, 0.12, -5.29)
C (4.55, 2.96, 2.19)
H (7.95, -1.65, -4.25)
O (6.38, -0.81, -3.18)
H (-5.59, 4.19, 7.18)
H (7.85, 3.71, 0.46)
H (0.01, -3.21, -5.83)
H (2.86, 1.81, 6.56)
H (-2.71, 3.89, 8.22)
C (-3.79, 4.03, 8.37)
C (1.45, -5.24, -11.12)
O (0.64, -0.20, 4.57)
H (-3.95, 4.94, 8.95)
H (1.01, 0.94, 1.09)
O (3.47, -1.14, 7.08)
Si (2.36, -0.37, 4.39)
H (2.27, -1.21, -10.26)
H (-4.20, 5.03, 6.53)
H (3.64, -0.71, 7.95)
H (6.77, 1.08, -5.05)
H (0.82, 5.40, 1.54)
C (5.27, -1.50, -3.74)
H (0.73, -3.45, -7.42)
N (-1.77, 1.11, 3.90)
H (4.49, -1.49, -2.98)
C (5.11, 1.27, 0.14)
C (0.73, 2.76, 3.94)
O (-10.87, 2.30, 7.71)
C (6.85, 3.20, 0.69)
H (7.17, 1.58, -1.03)
H (-4.15, 3.19, 8.97)
H (0.78, -5.78, -11.80)
H (-8.98, 2.96, 7.46)
H (0.97, -4.28, -10.88)
H (-12.38, 2.14, 6.29)
H (-10.98, 0.08, 5.97)
B (3.23, -0.10, 6.12)
H (2.65, -2.96, -8.48)
O (3.66, 1.24, 6.45)
H (4.82, 0.36, -0.50)
H (0.97, -1.19, -9.07)
H (0.23, -8.83, -9.09)
H (-12.77, 1.62, 7.92)
H (2.38, -5.04, -11.65)
C (-4.55, 1.74, 6.60)
H (-4.22, 1.05, 5.82)
H (-9.31, 1.44, 6.64)
C (7.52, -0.67, -4.02)
C (1.72, -6.03, -9.85)
H (-6.40, 2.15, 7.66)
H (-1.13, -8.84, -10.22)

E_LUMO = 0.2 eV
energy relative to the best compared isomer or geometry (same formula, charge and spin) = 0.000 eV
frontier orbital gap = 0.323 hartree
E_tot = -3132.9479 Ha



3.
C37H30CoI2OP2S | ωB97M-V with the def2-TZVPD basis set

CARTESIAN COORDINATES (ANGSTROEM)
C (-2.41, 0.22, -1.92)
H (-2.95, -2.72, 4.01)
H (-4.40, 0.36, -1.07)
H (0.72, -1.65, -2.74)
C (-2.32, -0.13, -4.29)
H (-4.20, -0.36, -5.28)
H (3.11, -2.41, -1.63)
C (3.52, -1.43, -1.82)
H (-1.83, 5.29, -1.72)
H (1.68, 3.00, 3.02)
H (-2.41, 6.15, 0.53)
C (-0.33, -3.44, -2.25)
H (-0.52, -3.69, -3.28)
H (6.09, 0.05, -3.45)
H (-0.59, 0.15, -3.05)
C (-1.69, -1.16, 3.27)
H (-2.53, 2.18, 2.09)
C (3.44, 0.97, -1.56)
C (-2.11, -0.46, 0.98)
C (4.59, 1.10, -2.33)
H (-5.53, -0.05, -3.22)
C (-2.49, 4.21, 1.44)
H (5.14, -2.18, -3.00)
C (-3.81, 0.19, -1.97)
C (-1.67, 0.08, -3.09)
H (3.31, -1.28, 5.11)
C (-1.38, -0.37, 2.18)
P (-1.62, 0.63, -0.37)
C (-3.41, -2.23, 1.97)
H (-4.19, -2.97, 1.89)
C (-1.81, 3.24, -1.08)
C (2.96, -1.13, 4.10)
Co (0.27, 1.46, 0.05)
P (1.48, -0.39, -0.21)
H (-2.76, 4.60, 2.41)
C (-0.48, -3.98, 0.09)
C (1.38, -0.21, 2.57)
C (-2.71, -2.09, 3.16)
C (-0.76, -4.29, -1.24)
H (-1.13, -1.05, 4.20)
H (-1.74, -0.24, -5.20)
C (-4.45, -0.03, -3.17)
C (3.69, -1.63, 3.02)
S (-0.04, 0.82, 2.27)
C (2.90, -0.29, -1.30)
H (5.00, 2.08, -2.53)
H (2.68, 4.47, 2.78)
H (0.44, -2.60, 1.44)
H (3.84, -1.80, 0.89)
C (2.40, 3.50, 2.39)
H (-0.79, -4.65, 0.88)
C (-1.96, 4.61, -0.89)
C (5.19, -0.04, -2.85)
H (-1.29, -5.20, -1.48)
C (-2.29, 5.09, 0.37)
O (-0.23, 1.68, 3.45)
C (-2.35, 2.85, 1.26)
C (-3.11, -1.42, 0.88)
C (-2.01, 2.35, -0.01)
I (1.40, 3.89, 0.52)
C (1.80, -0.40, 3.87)
C (0.37, -2.28, -1.94)
C (2.10, -0.70, 1.48)
H (1.25, 0.04, 4.69)
C (0.63, -1.95, -0.61)
H (2.97, 1.86, -1.15)
H (-3.65, -1.55, -0.05)
I (4.15, 2.34, 2.17)
C (0.21, -2.82, 0.40)
C (4.66, -1.30, -2.59)
C (3.26, -1.42, 1.72)
H (4.60, -2.19, 3.20)
C (-3.70, -0.19, -4.33)
H (-1.59, 2.85, -2.07)

E_LUMO (alpha / beta) = -7.2 / -6.1 eV
net charge = +2
frontier orbital gap (alpha / beta) = 0.251 / 0.301 hartree
⟨S²⟩ = 0.828
E_tot = -4561.7225 Ha
spin multiplicity = 2



- The highest E_tot belongs to which entry?
  C32H71BClNO10Si2



- Which of these has the highest E_tot?
  C32H71BClNO10Si2



- The highest E_tot belongs to which entry?
  C32H71BClNO10Si2